1.
The following is a DFT calculation (wB97M-V/def2-TZVPD) of 2 unconnected molecules or ions with the total composition CH3ClO2S at a distorted geometry.

Structure (XYZ):
```
8
Properties=species:S:1:pos:R:3:mulliken_charge:R:1
C 0.859 1.153 0.790 0.194
O 0.423 1.900 1.587 -0.440
O 0.188 0.327 -0.062 -0.270
S -0.797 -1.610 -1.722 -0.029
Cl -0.232 -2.165 0.115 -0.122
H -0.705 0.355 0.117 0.320
H 2.001 1.079 0.411 0.230
H -1.736 -1.039 -1.236 0.116
```

Properties
**SMILES**: O=CO.SCl
**Energy relative to the best compared isomer or geometry (same formula, charge and spin)**: 45.8 kcal per mole
**HOMO**: -9.5 eV
**Gap between HOMO and LUMO**: 9.33 eV
**Total charge**: 0


2.
The following is a DFT calculation (wB97M-V/def2-TZVPD) of C6H10O in the gas phase at a distorted geometry.

Structure (XYZ):
```
17
Properties=species:S:1:pos:R:3:mulliken_charge:R:1
C -1.223 -1.692 -1.019 -1.250
C -0.387 -1.059 0.080 -0.389
C -0.677 0.426 0.188 0.235
O -0.470 0.934 1.519 -0.460
C 0.687 1.635 1.273 -0.163
C 1.645 0.996 0.338 -0.534
C 0.410 1.205 -0.483 -0.623
H -0.999 -1.247 -2.001 0.288
H -2.278 -1.519 -0.790 0.335
H -1.026 -2.765 -1.085 0.375
H 0.679 -1.249 -0.150 0.150
H -0.564 -1.481 1.067 0.331
H -1.710 0.721 -0.087 0.376
H 0.993 2.163 2.198 0.410
H 2.373 1.726 -0.019 0.285
H 2.138 0.034 0.561 0.238
H 0.407 1.172 -1.589 0.397
```

Properties
**SMILES**: CC[C@H]1O[C@H]2C[C@H]21
**Energy relative to the best compared isomer or geometry (same formula, charge and spin)**: 81.4 kcal per mole
**HOMO**: -8.1 eV
**Gap between HOMO and LUMO**: 8.98 eV
**Total charge**: 0


3.
The following is a DFT calculation (wB97M-V/def2-TZVPD) of a molecular structure, C39H46OP2Sn at a distorted geometry.

Structure (XYZ):
```
89
Properties=species:S:1:pos:R:3:mulliken_charge:R:1
Sn 0.197 -0.405 0.121 0.533
C -2.306 -0.088 0.845 -0.518
C -2.293 -0.384 -0.499 -0.689
C -2.673 0.579 -1.582 -0.783
C -1.526 1.334 -2.278 0.060
C -0.392 1.769 -1.397 -0.682
C -0.552 2.216 -0.101 -0.184
C -1.875 2.455 0.572 -1.132
C -2.453 1.295 1.403 0.522
C 2.254 0.241 -0.145 -1.520
H -2.325 -0.896 1.583 0.441
H -2.203 -1.440 -0.802 0.554
H -3.410 1.305 -1.222 0.368
H -3.179 -0.014 -2.358 0.496
H -1.117 0.694 -3.073 -0.233
H -1.975 2.177 -2.830 0.375
H 0.564 1.922 -1.905 0.480
H 0.305 2.671 0.410 0.352
H -2.656 2.797 -0.113 0.367
H -1.714 3.286 1.278 0.544
H -1.942 1.326 2.372 -0.580
H -3.513 1.509 1.633 0.431
H 2.749 -0.179 0.736 0.302
H 2.398 1.322 -0.201 0.348
H 2.592 -0.249 -1.064 0.363
P 0.148 -2.485 -9.436 -0.011
P 2.224 0.496 -9.715 0.051
C -0.291 -0.843 -10.071 -0.417
C 0.458 0.300 -10.060 -0.363
C -0.777 -3.629 -10.556 0.345
C -1.950 -3.273 -11.230 0.070
C -2.609 -4.185 -12.061 -0.710
C -2.107 -5.482 -12.222 -0.436
C -0.939 -5.853 -11.544 -0.534
C -0.276 -4.935 -10.728 -0.348
C -0.885 -2.541 -7.902 0.491
C -0.503 -1.663 -6.872 -0.695
C -1.231 -1.607 -5.687 -0.391
C -2.357 -2.427 -5.522 -0.349
C -2.754 -3.299 -6.550 -0.698
C -2.018 -3.349 -7.740 -0.271
C 2.767 1.303 -11.310 0.396
C 2.738 0.497 -12.462 -0.380
C 3.097 1.012 -13.705 -0.623
C 3.494 2.351 -13.822 -0.414
C 3.520 3.169 -12.684 -0.628
C 3.154 2.646 -11.436 -0.178
C 2.271 1.924 -8.554 0.503
C 3.373 2.018 -7.682 -0.420
C 3.477 3.076 -6.781 -0.557
C 2.477 4.054 -6.728 -0.518
C 1.378 3.971 -7.596 -0.694
C 1.282 2.911 -8.506 0.024
H -1.318 -0.786 -10.460 0.277
H -0.009 1.238 -10.397 0.512
H -2.388 -2.283 -11.118 0.138
H -3.511 -3.884 -12.576 0.395
H -2.624 -6.192 -12.862 0.373
H -0.559 -6.866 -11.653 0.378
H 0.630 -5.241 -10.202 0.357
H 0.360 -1.008 -7.026 0.363
H -0.929 -0.929 -4.887 0.390
H -2.921 -2.394 -4.594 0.380
H -3.622 -3.935 -6.423 0.378
H -2.343 -4.013 -8.537 0.288
H 2.404 -0.540 -12.377 0.345
H 3.068 0.380 -14.592 0.360
H 3.785 2.754 -14.789 0.360
H 3.827 4.205 -12.768 0.375
H 3.164 3.303 -10.569 0.286
H 4.161 1.263 -7.727 0.359
H 4.340 3.150 -6.120 0.398
H 2.552 4.876 -6.022 0.398
H 0.604 4.725 -7.564 0.420
H 0.427 2.874 -9.178 0.190
C 1.293 -0.907 3.896 -1.778
C 0.129 -0.037 3.495 1.597
C -1.163 -0.647 4.045 -1.542
C 0.276 1.377 4.031 -1.444
O 0.192 0.106 2.086 -0.248
H 1.392 -0.968 4.988 0.422
H 2.183 -0.469 3.438 0.350
H 1.121 -1.897 3.463 0.377
H -1.072 -0.715 5.150 0.454
H -2.053 -0.039 3.806 0.280
H -1.296 -1.666 3.648 0.328
H 1.171 1.812 3.562 0.324
H -0.601 1.984 3.741 0.287
H 0.394 1.365 5.128 0.417
```

Properties
**Energy relative to the best compared isomer or geometry (same formula, charge and spin)**: 25.6 kcal per mole
**HOMO**: -6.1 eV
**Gap between HOMO and LUMO**: 6.52 eV
**Total charge**: 0


4.
The following is a DFT calculation (wB97M-V/def2-TZVPD) of a molecular structure, C30H55AlBO2P2 at a distorted geometry.

Structure (XYZ):
```
91
Properties=species:S:1:pos:R:3:mulliken_charge:R:1
Al 0.502 -0.849 -0.157 -0.297
C -0.017 -3.352 1.302 0.265
C 1.369 -3.531 1.025 0.507
C 1.128 -1.424 1.958 2.320
C -0.210 -2.032 1.801 0.357
C 2.092 -2.403 1.471 0.306
C -1.098 -4.356 1.095 -1.517
H -0.904 -4.971 0.204 0.405
H -2.063 -3.852 0.963 0.303
H -1.231 -5.050 1.942 0.299
C -1.474 -1.599 2.483 -0.852
H -2.361 -1.979 1.951 0.199
H -1.536 -0.506 2.493 0.154
H -1.603 -1.893 3.545 0.334
C 1.457 -0.552 3.127 -1.286
H 1.394 -1.149 4.052 0.335
H 0.768 0.284 3.250 -0.041
H 2.468 -0.135 3.069 0.406
C 3.544 -2.400 1.809 -2.033
H 3.695 -2.940 2.761 0.344
H 3.942 -1.385 1.939 0.325
H 4.167 -2.916 1.065 0.480
C 1.958 -4.806 0.531 -2.124
H 2.009 -5.558 1.341 0.320
H 2.978 -4.661 0.142 0.381
H 1.334 -5.228 -0.275 0.381
C -1.545 0.489 -4.045 -0.732
C -1.795 -0.797 -3.767 -0.009
C -1.074 -1.977 -4.303 -1.148
C 0.484 -1.948 -4.277 -1.249
C 1.128 -1.107 -3.224 0.017
C 1.390 0.207 -3.363 -0.548
C 0.923 1.072 -4.508 -1.342
C -0.557 1.023 -5.016 -0.995
H -1.380 -2.168 -5.344 0.488
H 0.853 -1.686 -5.293 0.332
H -1.403 -2.844 -3.719 0.331
H -0.599 0.461 -5.966 0.335
H -2.248 1.243 -3.671 0.518
H -2.779 -0.999 -3.325 1.250
H -0.858 2.067 -5.242 0.359
H 1.140 2.118 -4.228 0.237
H 2.157 0.697 -2.747 0.910
H 1.563 0.890 -5.393 0.545
H 0.799 -2.996 -4.094 0.398
H 1.602 -1.684 -2.425 0.699
P -1.637 0.277 -0.562 1.829
P 2.035 1.025 -0.167 1.239
C -0.578 1.455 -1.556 0.992
C 0.718 2.121 -0.978 -1.784
H -1.237 2.211 -2.022 1.218
H -0.251 0.765 -2.346 -2.496
H 1.241 2.615 -1.804 1.040
H 0.396 2.880 -0.248 -0.097
C 2.930 2.105 1.019 -0.879
H 3.635 1.511 1.626 0.369
H 2.230 2.599 1.708 -0.034
H 3.502 2.868 0.457 0.448
C 3.511 0.162 -0.885 -1.388
H 4.155 0.877 -1.414 0.511
H 3.234 -0.644 -1.579 0.361
H 4.063 -0.309 -0.059 0.428
C -3.383 0.310 -1.127 -1.342
H -3.790 -0.711 -1.083 0.406
H -3.444 0.685 -2.164 0.391
H -3.965 0.952 -0.444 0.382
C -1.317 -1.565 -1.186 -0.372
H -1.320 -2.410 -0.469 -0.049
H -0.477 -1.695 -1.889 -0.800
H -2.225 -1.803 -1.765 1.134
C -2.261 1.679 3.953 -1.905
C -1.977 2.374 2.627 1.588
C -3.130 3.271 2.260 -1.835
O -1.961 1.355 1.623 -0.358
B -0.606 1.011 1.303 -1.056
O 0.218 1.897 1.998 0.325
C -0.548 2.995 2.569 0.907
C -0.421 4.164 1.611 -2.024
C 0.117 3.354 3.884 -1.680
H -3.153 1.047 3.863 0.419
H -2.453 2.424 4.735 0.441
H -1.430 1.037 4.286 0.321
H -4.068 2.706 2.281 0.465
H -3.194 4.084 2.985 0.376
H -3.020 3.690 1.257 0.312
H -0.927 5.065 1.979 0.412
H 0.637 4.423 1.483 0.371
H -0.848 3.928 0.632 0.593
H 0.204 2.506 4.577 0.333
H 1.139 3.736 3.725 0.451
H -0.457 4.153 4.373 0.370
```

Properties
**HOMO (spin up / spin down)**: -8.7 / -8.8 eV
**Gap between HOMO and LUMO (spin up / spin down)**: 5.48 / 5.91 eV
**Total charge**: +1


| no. | DFT total energy (Eh) |
| --- | --- |
| 1 | -1048.704126 |
| 2 | -309.712673 |
| 3 | -2485.779084 |
| 4 | -2276.153948 |